Below is the molecule C3H3N3S at a distorted geometry, with properties calculated with ωB97M-V/def2-TZVPD.

The geometry in XYZ format:
```
10
Properties=species:S:1:pos:R:3:mulliken_charge:R:1
S -1.523 0.166 -0.590 -0.167
N 0.201 -1.612 0.344 -0.266
N 0.891 1.252 0.341 -0.426
N 1.043 -1.103 -0.570 -0.366
C 1.427 0.167 -0.448 0.160
C -0.413 1.396 0.232 -0.102
C -1.005 -1.186 0.350 0.019
H 2.166 0.512 -1.275 0.305
H -0.955 2.100 0.795 0.433
H -1.832 -1.693 0.821 0.411
```

**E_HOMO**: -9.494 eV
**Orbital gap**: 9.337 eV
**Total charge**: 0